Entry from the Open Molecules 2025 dataset: a molecular structure, C35H22F3GaN4O2SSb (the ωB97M-V functional and the def2-TZVPD basis).

Atoms and positions in Å:
Ga -0.83354 -0.42481 0.72829
O -7.10106 -1.57644 2.97856
C -6.22801 -1.26572 3.80244
O -6.10912 -1.25387 5.03538
C -4.90397 -0.78468 3.07863
C -3.70129 -0.73984 3.77312
C -2.55129 -0.41780 3.08955
N -2.56165 -0.19020 1.77205
C -3.71413 -0.22418 1.09452
C -4.90397 -0.51256 1.71493
C -3.56062 0.04783 -0.34126
C -4.61734 0.36838 -1.17281
C -4.36769 0.61452 -2.51169
C -3.06421 0.55173 -2.98348
C -2.06132 0.22100 -2.09966
N -2.30547 -0.02936 -0.80370
C -1.21996 -0.31917 3.69873
C -1.01419 -0.05837 5.04051
C 0.28611 0.01296 5.50999
C 1.33713 -0.20095 4.63040
C 1.04982 -0.43563 3.30283
N -0.20543 -0.47479 2.84242
H -3.70278 -0.97069 4.83274
H -5.84757 -0.57444 1.18517
H -5.62202 0.42698 -0.77682
H -5.18599 0.85528 -3.17857
H -2.82639 0.75577 -4.01931
H -1.03463 0.14855 -2.42845
H -1.85752 0.09652 5.70073
H 0.47646 0.23944 6.55123
H 2.36509 -0.18581 4.96611
H 1.83497 -0.62532 2.58670
F 7.45428 2.43882 -0.80652
C 6.23202 1.95166 -0.60189
C 6.09794 0.77023 0.10562
C 4.82616 0.25764 0.30194
C 3.72662 0.93118 -0.22788
C 3.87324 2.13869 -0.89755
C 5.14701 2.65276 -1.09494
Sb 1.79672 0.04976 -0.14398
C 0.81153 1.48255 -1.38580
C 1.06445 1.56721 -2.76075
C 0.31181 2.41264 -3.56284
C -0.67962 3.18219 -2.97279
F -1.42840 3.96632 -3.74837
C -0.93332 3.15592 -1.61719
C -0.18275 2.29243 -0.82965
C 2.01824 -1.46806 -1.60673
C 3.25722 -2.05160 -1.85717
C 3.37792 -3.05942 -2.80405
C 2.24765 -3.47124 -3.48114
F 2.35862 -4.43077 -4.40063
C 1.00074 -2.92520 -3.24205
C 0.89254 -1.92265 -2.29166
H 6.97736 0.26833 0.48814
H 4.70092 -0.65976 0.86574
H 3.01567 2.68755 -1.26282
H 5.30543 3.58405 -1.62336
H 1.84122 0.95992 -3.20964
H 0.48158 2.48216 -4.63105
H -1.69813 3.79893 -1.19952
H -0.36342 2.27975 0.24507
H 4.14184 -1.72177 -1.32827
H 4.33291 -3.52236 -3.01816
H 0.14225 -3.28757 -3.79448
H -0.07938 -1.49932 -2.09147
S -0.91137 -2.77429 0.63409
C 0.73078 -2.83004 1.00972
N 1.86334 -2.76098 1.24279

Properties
Net charge: +1
LUMO energy in eV: -5.1